Entry 1:
# C28H80CoN8O16

A molecular structure, C28H80CoN8O16 in a non-equilibrium geometry (ωB97M-V with the def2-TZVPD basis set, the OMol25 dataset).

```
133
Properties=species:S:1:pos:R:3:forces:R:3:mulliken_spin:R:1
C 0.6418 4.7291 8.6982 -0.4 0.6 -0.7 -0.005
O -1.5613 8.5266 -0.6768 0.1 0.2 0.0 0.000
H -2.2882 2.0991 -5.6733 -0.7 0.7 0.1 0.000
C -2.4772 -5.4800 0.2873 -1.4 0.2 -1.2 0.000
H 4.0749 5.2500 6.3982 0.5 0.1 0.1 -0.001
H 4.3051 -3.3810 -1.9601 0.2 1.1 0.2 0.000
H 1.3344 -1.6749 6.3932 -0.2 -0.2 0.9 0.000
C 6.8693 -8.0995 -3.7503 -0.8 -0.1 0.9 0.000
H 0.6698 3.3471 0.6231 0.5 -0.2 -0.2 -0.004
H 3.8381 7.0449 6.3998 0.1 0.0 0.1 0.001
N 1.5486 -2.5433 6.8623 -1.3 0.5 3.0 0.000
C 2.8521 6.5002 4.2549 1.0 0.0 -0.5 0.004
H 0.1631 5.7070 8.6465 0.2 0.2 0.3 -0.001
O 2.8111 -4.4358 6.6492 -0.3 -1.2 1.7 0.000
H -3.2631 -6.1312 0.6698 -0.2 -0.2 0.2 0.000
H 6.9174 -1.7982 -3.2956 0.4 -0.1 0.1 0.000
O -5.0857 -7.2492 -3.2845 -0.4 0.1 -0.2 0.000
O -0.6631 4.1300 1.8872 0.3 -1.6 -0.3 -0.009
O 5.7918 0.7399 5.3394 0.1 0.1 0.3 0.000
H -4.5156 -0.1007 -5.4605 -0.2 0.1 -0.2 0.000
H -3.6862 -3.7059 -0.5325 -0.1 -0.3 0.4 0.000
C -5.9846 -8.0704 -3.9429 -0.2 -1.4 -1.3 0.000
H -5.4802 -8.7970 -4.5799 0.4 -0.2 0.4 0.000
O -1.5068 8.7568 5.9881 -0.3 -0.2 0.0 0.003
H 5.4176 -1.0182 -2.9563 -0.3 0.2 0.1 0.000
H -5.7335 6.0307 0.8766 -0.1 0.2 -0.1 0.000
O -4.9742 1.9777 -5.8293 1.1 -0.1 -0.7 0.000
O 5.2671 -2.8887 -3.7946 -1.4 -2.3 -0.3 0.000
H 2.4380 -2.0278 4.7630 -0.2 -0.3 -0.1 0.000
O -5.5286 5.1569 1.2093 -0.2 -0.1 0.0 0.000
H -1.5300 7.7911 -0.0650 0.1 -0.3 0.2 0.000
O 2.4286 5.8868 5.4836 -1.8 0.9 -2.4 0.023
N 5.8145 -5.8731 -3.3867 0.3 -2.0 0.4 0.000
H -6.0557 -5.4155 -3.3913 -0.1 0.0 -0.4 0.000
H -2.1572 -4.1203 -1.2731 0.1 0.5 0.1 0.000
H -2.5118 -1.1166 -11.6152 -0.2 0.2 -0.5 0.000
H 3.2923 5.9543 8.6216 0.1 -0.3 0.2 0.001
H -6.5674 0.7899 -6.1481 -0.5 -0.1 -0.3 0.000
C -1.9021 9.9089 5.9018 0.6 -1.8 0.0 0.001
H -6.7976 -6.5897 -2.2938 -0.1 -0.3 0.0 0.000
C 4.6749 -5.1592 -2.8290 1.3 0.5 -2.0 0.000
H -1.3936 1.8121 6.7781 0.3 0.1 -0.3 -0.001
H 1.4965 5.2857 -2.6787 0.0 -0.2 0.2 0.000
H -3.9397 1.1714 -4.2811 -0.9 -0.6 0.7 0.000
H -2.7205 11.5718 6.7030 -0.6 -0.6 0.4 0.000
O -0.7809 3.8395 6.9487 -0.1 -0.3 1.5 0.018
H 7.0479 -9.5006 -1.4265 -0.6 -0.1 0.5 0.000
H 2.2850 3.9308 8.0092 0.5 -0.2 -0.6 -0.002
H 6.3484 0.2843 4.7079 0.2 -0.1 -0.1 0.000
H -6.6264 -8.5908 -3.2320 -0.1 -0.1 0.0 0.000
H -0.9560 2.7606 0.4007 -0.4 -0.8 0.2 0.002
O -1.4584 -6.2865 -0.2985 0.4 0.0 0.8 0.000
C -2.4524 1.2896 -9.4988 -1.3 -0.5 -0.2 0.000
C -5.8512 -6.2340 -2.7011 1.1 1.5 1.4 0.000
H 2.6447 -3.6796 4.3496 0.5 0.3 0.1 0.000
H -2.6631 2.9972 7.0960 -0.1 0.0 0.2 -0.001
C -0.2143 3.0049 1.1611 0.2 2.7 1.6 -0.013
H -4.5889 5.1830 1.3895 0.3 -0.1 0.1 0.000
H -1.3787 0.7205 -7.3283 0.2 -0.1 0.1 0.000
H -3.1848 10.0021 7.4133 0.2 0.6 0.3 0.000
N -3.6995 -5.1620 -2.0057 -2.5 -0.1 0.7 0.000
H -1.8762 11.7002 5.0943 0.1 -0.3 -0.8 0.000
H 4.8883 -7.4065 -4.4517 0.5 -0.1 -0.7 0.000
H 4.9597 0.8613 4.8822 -0.3 0.1 -0.2 0.000
H 6.6170 -9.1486 -3.9049 -0.1 -0.2 -0.2 0.000
H -5.6038 -4.9399 -1.0010 0.3 0.1 0.1 0.000
H -4.8024 -6.5643 -0.9305 -0.4 0.0 0.6 0.000
C -2.1006 -0.1623 -11.2862 -0.9 -1.8 0.9 0.000
Co 0.3691 4.7564 5.1371 0.6 -1.2 -0.3 3.010
C -4.1543 0.9180 -5.3193 2.4 1.8 0.2 0.000
H 0.0469 -7.6438 0.1732 -0.2 0.2 -0.4 0.000
H 0.9635 1.1725 1.2284 0.8 0.6 -0.3 0.004
H 2.1842 6.4093 3.3983 -0.5 -0.7 0.5 0.002
N -1.7218 10.7233 4.8892 1.3 2.1 -3.3 0.000
H -1.0280 -0.3483 -11.3423 0.3 0.4 0.8 0.000
H 1.0846 4.5394 9.6760 -0.6 0.1 0.4 0.000
H -1.2472 3.7799 9.1067 -0.8 0.6 -0.7 0.001
H -0.0534 2.7292 8.5779 0.1 -0.5 -0.6 -0.001
C 5.5505 -7.3151 -3.5908 -0.2 0.4 -1.1 0.000
C 7.2690 -8.4367 -1.3408 0.1 -0.2 -0.3 0.000
H -0.3495 0.8993 2.1881 -1.1 0.5 0.3 -0.003
H -6.6113 -7.5683 -4.6800 -0.3 0.6 0.2 0.000
H -2.8922 2.5542 -7.8747 0.2 0.4 0.1 0.000
O 1.0919 2.0000 3.2128 -1.6 -0.4 -2.8 -0.077
H 4.8903 -7.8004 -2.8719 0.2 0.1 1.0 0.000
H -1.2821 10.4832 4.0122 0.2 -0.1 0.5 0.000
H 1.5085 -2.8104 7.8355 -0.7 1.2 0.3 0.000
H 0.7854 6.5630 -3.0717 -0.2 0.2 0.1 0.000
C 5.1078 -3.7117 -2.6193 -0.1 0.3 0.2 0.000
C -3.0793 -4.5440 -0.8752 2.9 -0.4 0.5 0.000
H 7.4578 -7.7462 -4.5970 0.0 0.1 0.2 0.000
C -6.3436 1.7588 -5.7017 0.1 -0.9 0.5 0.000
H 6.0675 -3.7679 -2.1056 0.1 0.4 0.4 0.000
H 3.0267 7.5748 4.3088 -0.1 0.1 0.7 -0.001
H 8.0476 -8.3186 -0.5872 0.5 -0.1 -0.5 0.000
O 1.4453 5.9398 -3.3756 0.1 0.0 -0.2 0.000
H -6.5786 1.6683 -4.6412 -0.4 0.2 0.2 0.000
C 2.5899 5.9327 7.7883 0.1 0.2 0.2 -0.006
H 6.4831 -5.9717 -2.6362 0.6 0.8 0.2 0.000
C 3.3625 6.0690 6.4970 -0.1 -0.7 0.7 0.006
H -2.3215 0.6397 -11.9905 -0.4 0.2 0.3 0.000
H 4.3993 -5.6355 -1.8881 -0.7 0.4 0.2 0.000
H -1.4039 1.5876 -9.5012 0.4 -0.4 0.0 0.000
H 1.9954 6.8355 7.9286 -0.4 -0.2 -0.2 -0.001
C -0.4601 3.7157 8.3554 2.1 -0.1 0.0 0.005
H -2.9632 1.9355 -10.2129 0.0 0.4 -0.1 0.000
H -1.9107 3.0721 5.5209 0.0 -0.8 -0.1 0.009
C 0.3584 1.6981 1.9671 1.3 0.5 3.2 0.013
H -6.9234 2.5558 -6.1673 0.3 0.0 0.0 0.000
C -1.7250 2.8288 6.5671 -0.7 0.9 -0.4 -0.004
O 7.7284 -8.0160 -2.6043 0.5 1.1 -0.3 0.000
C -5.0151 -5.6841 -1.5373 0.4 -0.9 -1.4 0.000
H -2.3240 8.3485 -1.2272 -0.2 0.0 -0.2 0.000
C -3.0531 1.5097 -8.1415 0.9 -0.6 0.8 0.000
H 3.8041 6.0395 3.9915 0.1 0.0 -0.3 0.000
C -2.6548 1.0795 -5.7921 -0.3 -0.4 -0.4 0.000
C -0.7302 -7.0593 0.6657 -0.1 0.1 -0.1 0.000
N 2.6505 -2.9676 5.0659 1.1 1.1 -4.5 0.000
H 5.9995 -1.1326 -4.6116 -0.4 -0.5 -0.2 0.000
H -0.2260 -6.4594 1.4232 0.0 0.5 -0.1 0.000
C 2.3560 -3.3820 6.2765 1.2 -1.4 -1.4 0.000
H 3.9073 -5.1585 -3.6029 -0.5 -0.2 0.3 0.000
O -2.6969 -0.0562 -9.9487 1.9 1.4 -1.5 0.000
C 5.9021 -1.6801 -3.6741 0.9 0.9 1.2 0.000
H -1.3429 -7.7606 1.2322 -0.5 -0.1 -0.2 0.000
N -2.3640 0.6127 -7.1343 -1.6 0.8 -1.1 0.000
H -3.1921 -5.9422 -2.3979 0.3 0.0 0.1 0.000
H -2.1414 -4.8866 1.1378 0.4 0.2 -0.1 0.000
N 1.7396 4.7309 7.7220 -0.4 0.1 0.3 0.026
H -1.9829 0.5571 -5.1111 -0.4 -0.6 0.2 0.000
N -2.6196 10.5715 6.7997 -1.4 0.1 3.0 0.000
H 6.4830 -7.8140 -0.9134 -0.7 -0.2 -0.4 0.000
H -4.1406 1.4381 -8.1197 0.1 -0.7 0.0 0.000
```
Positions in Å, forces in eV/Å.

Its charge is 0. The HOMO-LUMO gap (alpha / beta) is 4.74 / 4.53 eV. The calculation puts the energy above the lowest of the compared OMol25 structures with the same formula, charge and spin at 301.24 kcal per mole. The calculation puts the strongest force on any atom at 0.0924 Eh/bohr. The value obtained for the total energy is -112624.6740 eV. As for the HOMO energy (alpha / beta): -6.2 / -6.5 eV. The calculation puts the LUMO energy (alpha / beta) at -1.475 / -2.018 eV. As for the expectation value of S²: 3.8334. Its multiplicity is 4.

---

Entry 2:
# C4H11NO2Si

A single C4H11NO2Si molecule in a non-equilibrium geometry (ωB97M-V with the def2-TZVPD basis set, the OMol25 dataset).

```
19
Properties=species:S:1:pos:R:3:forces:R:3:nbo_charge:R:1
H 2.0857 -0.5756 -0.5373 0.2 1.3 -0.6 0.241
C 0.5382 1.9143 1.4515 -1.5 -0.7 0.1 -1.115
H -1.6110 0.0282 -1.4945 0.0 0.0 0.2 0.259
H -0.8987 -2.8394 -1.1646 -0.2 -0.5 0.1 0.495
Si 0.0555 0.6507 0.1933 1.5 -2.1 -1.7 1.547
O -0.6454 -3.1880 0.9420 -0.1 -0.9 -0.2 -0.504
H -0.1623 1.6993 2.2879 0.0 1.1 -0.4 0.245
H 0.3194 -1.2328 2.0168 0.5 -0.7 3.2 0.210
H -2.2970 1.0823 -0.2925 -2.5 0.5 1.4 0.227
N -0.3561 -2.0986 0.4472 0.5 0.1 1.0 0.385
H 0.6895 2.9364 1.1168 -0.4 0.0 0.3 0.256
C 0.2026 -1.0840 1.0285 -2.1 1.9 -2.8 -0.445
H 1.4241 1.5418 1.8634 1.8 -0.4 0.5 0.244
H -1.2942 1.7148 -1.5133 0.2 1.2 -0.7 0.236
C -1.4684 0.9022 -0.8604 1.9 -1.2 -0.3 -1.087
H 1.7413 0.9646 -1.6951 0.7 -0.6 0.6 0.225
C 1.3872 0.1199 -1.0652 -0.5 -0.2 -1.3 -1.118
O -0.6398 -1.9554 -0.8903 -0.2 0.2 -0.5 -0.552
H 0.9293 -0.5806 -1.8341 0.2 1.0 1.0 0.250
```
Positions in Å, forces in eV/Å.

As for the SMILES: C[Si](C)(C)/C=[N+](/[O-])O. Its charge is 0. The HOMO-LUMO gap is 9.45 eV. The calculation puts the energy above the lowest of the compared OMol25 structures with the same formula, charge and spin at 82.59 kcal per mole. The calculation puts the strongest force on any atom at 0.0778 Eh/bohr. The value obtained for the total energy is -17785.6105 eV. As for the HOMO energy: -8.8 eV. The calculation puts the LUMO energy at 0.656 eV.

---

Question: Number 1 is which compound?
Answer: C28H80CoN8O16